A 4-piece molecular cluster, C2H11NO3 overall. Source: OMol25; level of theory: ωB97M-V with the def2-TZVPD basis set.

The geometry in XYZ format:
```
17
Properties=species:S:1:pos:R:3
C -2.1519 -0.7336 0.6173
O 0.7970 2.7506 0.4113
C -2.9262 0.0199 1.5728
H 3.9995 -0.5174 -1.4511
H -2.0858 -1.8670 0.6615
H 0.4789 3.6995 0.3593
H -3.6719 0.7537 1.0776
N -1.3383 0.0359 -0.3008
H 0.3986 -1.8660 -0.1016
H -1.1164 -0.5047 -1.1220
O 1.0935 -1.1573 -0.1460
H -3.2696 -0.5301 2.5117
H -1.6097 1.0007 -0.5167
H 1.6127 2.5111 -0.0895
H 2.6865 -1.3089 -0.7956
H 0.6804 -0.3035 -0.1710
O 3.3263 -1.2230 -1.6899
```

Values from the calculation:
Structure (SMILES) = C=CN.O.O.O
Electronic energy = -9882.32590 eV
E_LUMO = 0.01722 Ha
ΔE to the lowest compared entry with this formula, charge and spin = 277.3 kJ/mol
Orbital gap = 0.3241 Eh
2S+1 = 1

These are the natural (NBO) partial charges, in e, on atoms 1 to 6: number 1, C, carries 0.0178; number 2, O, carries -0.9789; number 3, C, carries -0.5633; number 4, H, carries 0.4556; number 5, H, carries 0.2019; number 6, H, carries 0.4912